38
Properties=species:S:1:pos:R:3 method="wB97M-V/def2-TZVPD" multiplicity=3 charge=+3 fmax_ev_per_a=0.16 total_energy_ha=-1797.65201 e_lumo_ev="-12.42 / -12.13" relative_energy_kcal_mol=0.0 orbital_gap_ha="0.305 / 0.312"
C -0.925 -1.088 1.114
C -1.172 0.941 3.896
H 4.518 0.111 -2.465
C -3.067 -0.346 -1.980
H -3.923 0.322 -1.875
H -2.101 1.998 -0.912
C 0.653 -0.790 3.571
O 1.919 0.182 0.630
C -0.671 0.202 1.641
C -0.030 0.433 2.974
N 2.074 0.012 -1.444
H 4.006 -0.018 -4.111
H -0.269 -1.084 -3.217
H -2.597 -0.085 -2.932
O 3.957 0.246 -0.188
N 2.798 0.159 -0.304
H -1.870 -2.275 -0.408
C -1.060 1.304 0.831
H -0.560 -1.958 1.647
H -0.069 -1.569 3.825
H -1.641 1.853 3.526
H -0.740 1.163 4.871
C -1.790 1.125 -0.347
V 0.252 -0.021 -0.630
H -0.390 0.552 -3.349
H 1.420 -1.210 2.917
H 1.144 -0.501 4.498
H 0.688 1.251 2.855
C 2.519 -0.034 -2.729
H -0.802 2.309 1.149
N 3.755 0.023 -3.128
N 0.170 -0.201 -2.942
H 1.532 -0.226 -4.553
C -2.159 -0.167 -0.799
N 1.458 -0.150 -3.544
C -1.661 -1.266 -0.066
H -1.936 0.174 4.027
H -3.430 -1.370 -2.047